Record 1
{
  "formula": "C6H12N2O8",
  "method": "the ωB97M-V functional and the def2-TZVPD basis",
  "elements": ["N", "O", "O", "O", "C", "C", "C", "C", "C", "C", "O", "O", "O", "N", "O", "O", "H", "H", "H", "H", "H", "H", "H", "H", "H", "H", "H", "H"],
  "coordinates": [[0.990, 1.292, 4.604], [2.186, 1.164, 4.873], [0.648, -0.395, 3.863], [0.004, 1.891, 4.882], [-0.458, 2.831, -2.543], [-0.224, 1.338, -2.356], [-0.669, 0.854, -0.985], [-0.244, -0.572, -0.678], [-0.457, -0.933, 0.770], [-0.425, -2.405, 1.094], [0.525, -0.274, 1.476], [-0.161, -0.719, 3.005], [1.116, -0.744, -1.050], [1.331, -2.110, -1.766], [2.518, -2.312, -1.966], [0.331, -2.733, -2.049], [-0.052, 3.152, -3.506], [-1.526, 3.072, -2.526], [0.042, 3.400, -1.757], [-0.757, 0.768, -3.129], [0.847, 1.117, -2.474], [-0.269, 1.510, -0.204], [-1.766, 0.904, -0.931], [-0.877, -1.228, -1.266], [-1.423, -0.543, 1.078], [-1.089, -2.982, 0.448], [0.596, -2.781, 0.967], [-0.738, -2.565, 2.127]],
  "nbo_charge": [0.64, -0.25, -0.13, -0.22, -0.60, -0.40, -0.41, 0.05, 0.04, -0.64, -0.32, 0.03, -0.38, 0.71, -0.30, -0.33, 0.21, 0.20, 0.20, 0.20, 0.21, 0.21, 0.21, 0.22, 0.18, 0.21, 0.22, 0.23],
  "lumo_ev": [-1.6618, -1.6663],
  "orbital_gap_ha": [0.3041, 0.3035],
  "charge": 0,
  "homo_ha": [-0.3652, -0.3647]
}


Record 2
{
  "formula": "C30H41Cl3CrN6O10P2S3",
  "method": "the ωB97M-V functional and the def2-TZVPD basis",
  "elements": ["Cr", "O", "S", "O", "O", "C", "C", "C", "C", "C", "C", "S", "O", "O", "O", "H", "H", "H", "H", "C", "N", "C", "P", "O", "O", "P", "O", "N", "C", "C", "N", "C", "C", "N", "C", "C", "H", "H", "H", "H", "H", "H", "H", "H", "H", "H", "H", "H", "H", "H", "H", "H", "H", "H", "H", "H", "H", "H", "H", "H", "Cl", "C", "C", "C", "C", "C", "C", "N", "C", "C", "N", "C", "O", "C", "C", "C", "Cl", "S", "C", "C", "C", "Cl", "C", "H", "H", "H", "H", "H", "H", "H", "H", "H", "H", "H", "H", "H"],
  "coordinates": [[0.049, -0.426, -0.669], [-1.436, 0.633, -1.620], [-2.726, 0.197, -0.980], [-3.345, -0.908, -1.652], [-1.599, -0.607, 0.381], [-1.941, -1.551, 1.316], [-3.277, -1.851, 1.537], [-3.617, -2.798, 2.494], [-2.633, -3.447, 3.224], [-1.301, -3.136, 2.989], [-0.935, -2.192, 2.039], [0.873, -1.890, 1.935], [0.982, -1.706, 0.403], [0.839, -0.519, 2.680], [2.296, -0.656, 2.331], [-4.050, -1.357, 0.964], [-4.660, -3.029, 2.662], [-2.898, -4.187, 3.966], [-0.520, -3.632, 3.556], [4.307, -0.486, -2.926], [3.191, -0.289, -3.854], [3.557, -0.401, -5.266], [1.670, -0.537, -3.365], [1.568, -0.163, -1.910], [1.301, -2.094, -3.563], [0.282, -2.944, -2.625], [-0.533, -2.003, -1.796], [-0.716, -3.788, -3.577], [-0.209, -4.899, -4.373], [-2.115, -3.434, -3.810], [1.306, -3.881, -1.790], [2.650, -4.276, -2.187], [0.723, -4.688, -0.717], [0.654, 0.231, -4.367], [-0.583, -0.348, -4.888], [0.644, 1.695, -4.274], [5.052, 0.291, -3.093], [4.777, -1.460, -3.090], [3.959, -0.425, -1.899], [4.362, 0.303, -5.478], [2.706, -0.155, -5.896], [3.905, -1.409, -5.505], [0.837, -5.097, -4.144], [-0.287, -4.672, -5.439], [-0.781, -5.806, -4.167], [-2.394, -2.577, -3.204], [-2.752, -4.278, -3.541], [-2.274, -3.203, -4.867], [3.033, -3.617, -2.961], [2.668, -5.306, -2.555], [3.309, -4.210, -1.319], [-0.231, -4.267, -0.402], [1.397, -4.668, 0.140], [0.576, -5.724, -1.035], [-0.439, -1.397, -5.137], [-0.848, 0.184, -5.802], [-1.402, -0.250, -4.171], [1.601, 2.056, -3.900], [-0.148, 2.030, -3.600], [0.483, 2.115, -5.267], [3.674, 1.303, 7.212], [2.448, 1.978, 6.193], [1.502, 1.152, 5.616], [0.529, 1.719, 4.811], [0.486, 3.085, 4.554], [-0.580, 3.609, 3.624], [-0.022, 4.149, 2.301], [0.539, 3.058, 1.511], [1.867, 2.817, 1.245], [1.910, 1.684, 0.500], [0.622, 1.248, 0.290], [-0.174, 2.093, 0.923], [-1.373, 4.620, 4.226], [-2.753, 4.275, 4.298], [-3.364, 4.220, 2.927], [-3.703, 3.096, 2.235], [-3.605, 1.462, 2.778], [-4.271, 3.421, 0.649], [-4.055, 5.105, 0.886], [-3.580, 5.384, 2.125], [1.463, 3.882, 5.149], [1.504, 5.601, 4.880], [2.439, 3.346, 5.970], [1.533, 0.085, 5.784], [-0.211, 1.077, 4.350], [-1.211, 2.752, 3.372], [0.763, 4.880, 2.474], [-0.824, 4.627, 1.739], [2.645, 3.450, 1.634], [2.756, 1.139, 0.126], [-1.250, 2.036, 0.963], [-3.221, 5.061, 4.889], [-2.885, 3.326, 4.825], [-4.311, 5.798, 0.100], [-3.380, 6.385, 2.479], [3.183, 3.984, 6.423]],
  "lowdin_spin": [2.87, 0.01, 0.01, 0.01, 0.01, 0.00, 0.00, 0.00, 0.00, 0.00, 0.00, 0.00, 0.03, 0.00, 0.00, 0.00, 0.00, 0.00, 0.00, 0.00, 0.00, 0.00, 0.00, 0.03, 0.00, 0.00, 0.01, 0.00, 0.00, 0.00, 0.00, 0.00, 0.00, 0.00, 0.00, 0.00, 0.00, 0.00, 0.00, 0.00, 0.00, 0.00, 0.00, 0.00, 0.00, 0.00, 0.00, 0.00, 0.00, 0.00, 0.00, 0.00, 0.00, 0.00, 0.00, 0.00, 0.00, 0.00, 0.00, 0.00, 0.00, 0.00, 0.00, 0.00, 0.00, 0.00, 0.00, 0.01, 0.00, 0.00, -0.02, 0.01, 0.00, 0.00, 0.00, 0.00, 0.00, 0.00, 0.00, 0.00, 0.00, 0.00, 0.00, 0.00, 0.00, 0.00, 0.00, 0.00, 0.00, 0.00, 0.00, 0.00, 0.00, 0.00, 0.00, 0.00],
  "spin_multiplicity": 4,
  "lumo_ev": [-2.5900, -2.2139],
  "orbital_gap_ha": [0.3003, 0.3142],
  "charge": 1,
  "homo_ha": [-0.3955, -0.3955]
}


Record 3
{
  "formula": "C56H112O14",
  "method": "the ωB97M-V functional and the def2-TZVPD basis",
  "elements": ["C", "C", "C", "O", "C", "H", "H", "H", "H", "H", "H", "H", "H", "C", "C", "C", "O", "C", "H", "H", "H", "H", "H", "H", "H", "H", "C", "C", "C", "O", "C", "H", "H", "H", "H", "H", "H", "H", "H", "C", "C", "C", "O", "C", "H", "H", "H", "H", "H", "H", "H", "H", "C", "C", "C", "O", "C", "H", "H", "H", "H", "H", "H", "H", "H", "C", "C", "C", "O", "C", "H", "H", "H", "H", "H", "H", "H", "H", "C", "C", "C", "O", "C", "H", "H", "H", "H", "H", "H", "H", "H", "C", "C", "C", "O", "C", "H", "H", "H", "H", "H", "H", "H", "H", "C", "C", "C", "O", "C", "H", "H", "H", "H", "H", "H", "H", "H", "C", "C", "C", "O", "C", "H", "H", "H", "H", "H", "H", "H", "H", "C", "C", "C", "O", "C", "H", "H", "H", "H", "H", "H", "H", "H", "C", "C", "C", "O", "C", "H", "H", "H", "H", "H", "H", "H", "H", "C", "C", "C", "O", "C", "H", "H", "H", "H", "H", "H", "H", "H", "C", "C", "C", "O", "C", "H", "H", "H", "H", "H", "H", "H", "H"],
  "coordinates": [[1.645, 5.636, -0.041], [1.484, 4.184, 0.327], [1.701, 3.479, -1.037], [2.302, 4.388, -1.924], [1.834, 5.657, -1.535], [2.484, 6.141, 0.493], [0.760, 6.215, 0.251], [0.457, 3.798, 0.544], [2.142, 3.835, 1.064], [0.715, 3.196, -1.390], [2.346, 2.597, -1.101], [0.865, 5.804, -1.976], [2.541, 6.351, -1.843], [5.287, -0.013, 3.022], [4.335, 1.150, 3.310], [3.221, 0.424, 4.165], [3.323, -0.961, 3.855], [4.679, -1.239, 3.707], [6.314, 0.195, 3.379], [5.278, -0.185, 1.950], [3.930, 1.718, 2.455], [4.721, 1.999, 3.883], [2.203, 0.812, 3.989], [3.466, 0.552, 5.223], [4.828, -2.148, 3.067], [5.072, -1.363, 4.770], [1.270, -4.160, 2.625], [1.549, -5.706, 2.462], [2.886, -5.705, 1.725], [3.503, -4.472, 2.005], [2.441, -3.491, 1.969], [1.090, -3.933, 3.649], [0.302, -3.924, 2.152], [0.770, -6.153, 1.873], [1.661, -6.265, 3.407], [2.943, -5.786, 0.632], [3.569, -6.460, 2.057], [2.369, -3.243, 0.869], [2.686, -2.550, 2.537], [-4.374, -5.190, -0.538], [-3.816, -5.350, 0.854], [-2.477, -4.565, 0.762], [-2.109, -4.626, -0.618], [-3.099, -5.398, -1.312], [-4.812, -4.197, -0.801], [-5.062, -6.019, -0.891], [-3.604, -6.403, 1.059], [-4.380, -4.928, 1.649], [-1.753, -5.086, 1.408], [-2.557, -3.540, 1.081], [-2.750, -6.428, -1.378], [-3.115, -5.085, -2.365], [-6.413, 0.527, 2.100], [-5.586, -0.743, 1.853], [-4.335, -0.263, 1.239], [-4.089, 0.995, 1.907], [-5.375, 1.685, 2.014], [-6.799, 0.672, 3.162], [-7.274, 0.646, 1.481], [-6.133, -1.474, 1.239], [-5.336, -1.229, 2.766], [-4.478, -0.112, 0.147], [-3.569, -0.943, 1.502], [-5.624, 2.267, 1.104], [-5.347, 2.302, 2.898], [-5.239, -2.706, -3.763], [-3.696, -2.867, -3.892], [-3.131, -2.240, -2.516], [-4.327, -2.212, -1.720], [-5.382, -1.840, -2.572], [-5.618, -3.660, -3.498], [-5.773, -2.379, -4.676], [-3.334, -2.262, -4.720], [-3.279, -3.889, -4.046], [-2.681, -1.182, -2.449], [-2.547, -3.003, -2.026], [-5.327, -0.725, -2.630], [-6.333, -1.883, -1.958], [6.396, 4.128, -0.308], [5.676, 3.642, -1.568], [6.717, 2.774, -2.226], [7.279, 2.082, -1.050], [7.105, 2.822, 0.093], [5.723, 4.556, 0.423], [7.097, 4.893, -0.636], [5.285, 4.438, -2.217], [4.780, 3.048, -1.274], [7.494, 3.386, -2.680], [6.342, 2.002, -2.872], [8.038, 2.998, 0.563], [6.619, 2.253, 0.867], [-2.075, 4.122, 2.724], [-1.974, 5.329, 1.764], [-3.397, 5.899, 1.694], [-4.262, 5.041, 2.504], [-3.400, 4.460, 3.505], [-1.186, 3.948, 3.368], [-2.322, 3.149, 2.225], [-1.700, 4.982, 0.768], [-1.184, 5.982, 2.146], [-3.785, 6.156, 0.692], [-3.395, 6.843, 2.248], [-3.917, 3.607, 3.928], [-3.174, 5.198, 4.387], [4.961, -1.649, -2.084], [4.992, -0.078, -1.870], [3.989, 0.259, -0.760], [3.921, -1.068, -0.039], [4.554, -2.127, -0.660], [5.894, -1.900, -2.507], [4.221, -1.858, -2.826], [4.729, 0.455, -2.803], [5.988, 0.126, -1.440], [3.053, 0.615, -1.000], [4.495, 0.905, -0.070], [3.802, -2.982, -0.652], [5.396, -2.346, -0.002], [-2.839, -0.589, 5.771], [-1.549, -0.949, 4.982], [-1.062, 0.429, 4.541], [-1.444, 1.388, 5.561], [-2.454, 0.764, 6.371], [-3.090, -1.321, 6.533], [-3.709, -0.532, 5.120], [-1.599, -1.693, 4.172], [-0.785, -1.319, 5.737], [-1.556, 0.766, 3.669], [0.005, 0.543, 4.476], [-3.227, 1.531, 6.481], [-2.057, 0.624, 7.395], [0.858, -3.097, -1.727], [1.250, -4.555, -1.971], [0.291, -5.144, -3.023], [-0.544, -4.015, -3.408], [0.074, -2.817, -3.030], [1.619, -2.407, -1.455], [0.083, -3.066, -0.923], [1.183, -5.135, -1.010], [2.285, -4.632, -2.348], [-0.439, -5.818, -2.521], [0.844, -5.552, -3.815], [-0.707, -2.006, -2.944], [0.809, -2.418, -3.837], [0.170, 1.148, -5.519], [0.005, 0.896, -3.992], [1.480, 0.621, -3.630], [2.023, -0.100, -4.754], [1.219, 0.131, -5.906], [0.486, 2.172, -5.696], [-0.787, 1.044, -6.029], [-0.538, -0.044, -3.873], [-0.427, 1.725, -3.360], [1.520, -0.113, -2.845], [2.038, 1.552, -3.391], [0.743, -0.784, -6.197], [1.769, 0.525, -6.762], [0.650, 0.889, 0.953], [0.624, -0.603, 1.381], [-0.653, -1.116, 0.842], [-0.904, -0.359, -0.319], [0.020, 0.725, -0.415], [1.684, 1.240, 0.908], [0.010, 1.535, 1.535], [0.726, -0.770, 2.443], [1.437, -1.067, 0.873], [-1.510, -0.900, 1.574], [-0.761, -2.194, 0.691], [-0.525, 1.619, -0.790], [0.794, 0.435, -1.141], [-3.255, 2.088, -2.691], [-3.106, 3.081, -3.895], [-2.054, 4.041, -3.288], [-1.762, 3.643, -1.961], [-2.903, 2.906, -1.433], [-2.522, 1.286, -2.704], [-4.197, 1.555, -2.665], [-4.075, 3.546, -4.097], [-2.768, 2.510, -4.763], [-2.376, 5.092, -3.208], [-1.059, 3.953, -3.825], [-3.704, 3.576, -1.100], [-2.574, 2.402, -0.530]],
  "mulliken_charge": [-0.46, 0.60, 1.78, -0.62, -0.68, 0.35, 0.15, -0.47, 0.08, -0.40, -0.59, 0.21, 0.42, 0.16, -0.11, -0.03, -0.36, -0.57, 0.42, -0.45, -0.37, 0.50, -0.23, 0.45, 0.25, 0.31, 0.44, -0.52, -0.52, -0.54, 2.77, 0.52, -0.57, 0.22, 0.32, 0.18, 0.36, -1.41, -1.20, 0.13, -0.95, 0.76, -0.24, -0.51, -0.31, 0.37, 0.32, 0.49, -0.14, -0.37, 0.50, -0.13, -0.77, -0.58, 0.87, 0.15, -0.28, 0.23, 0.35, 0.28, 0.39, -0.26, -0.87, 0.11, 0.30, -0.79, -0.75, 2.13, 0.20, -0.24, 0.28, 0.37, 0.48, 0.28, -0.43, -1.56, -0.04, 0.28, -0.78, 0.70, -0.58, -0.49, 0.05, 0.36, 0.31, 0.48, -0.78, 0.35, 0.27, 0.40, -0.22, 0.63, 0.45, -0.67, -0.45, -0.60, 0.48, -0.71, -0.61, 0.35, 0.36, 0.31, 0.27, 0.22, -1.29, -0.37, 0.55, 0.33, 0.10, 0.62, 0.18, 0.33, 0.28, -0.54, -0.30, -0.30, 0.37, -0.30, -0.20, 1.47, -0.54, -0.54, 0.43, -0.14, 0.18, 0.31, -0.56, -0.54, 0.34, 0.23, 1.77, -0.11, -0.50, -0.36, 1.61, -0.33, -0.98, -0.30, 0.39, 0.16, 0.38, -1.95, 0.11, -0.96, 2.13, 1.38, -0.50, -0.76, 0.42, 0.42, -0.58, -0.98, -1.42, 0.05, 0.36, 0.38, -0.51, 0.52, 2.72, 0.50, 1.30, 0.02, 0.24, 0.86, -0.83, -1.44, -1.65, -1.41, -0.73, 0.74, -0.83, -0.47, -0.31, -0.56, -0.73, 0.57, 0.34, 0.22, 0.52, 0.13, 0.36, -0.06],
  "lumo_ev": 0.6334,
  "orbital_gap_ha": 0.3590,
  "charge": 0,
  "homo_ha": -0.3358
}


Record 4
{
  "formula": "C4H6OS2",
  "method": "the ωB97M-V functional and the def2-TZVPD basis",
  "elements": ["C", "C", "C", "C", "O", "S", "S", "H", "H", "H", "H", "H", "H"],
  "coordinates": [[0.262, -0.641, -0.022], [-0.334, 0.731, -0.008], [-0.512, -1.771, 0.572], [-0.124, 1.507, -1.217], [1.333, -0.836, -0.567], [-1.213, 1.429, 1.304], [-1.650, 0.726, 3.121], [-1.246, -2.134, -0.094], [-1.045, -1.379, 1.478], [0.111, -2.599, 0.873], [0.850, 1.924, -1.044], [-0.819, 2.325, -1.412], [0.007, 0.798, -2.031]],
  "nbo_charge": [0.50, -0.24, -0.70, -0.66, -0.55, 0.21, 0.03, 0.24, 0.21, 0.24, 0.24, 0.23, 0.25],
  "spin_multiplicity": 3,
  "lumo_ev": [0.0528, -3.2823],
  "orbital_gap_ha": [0.2708, 0.2133],
  "charge": 0,
  "homo_ha": [-0.2688, -0.3339]
}


Calculated relative energy (zero: lowest compared OMol25 entry of this formula, charge and spin) (kcal per mole), listed in the same order as above: 11.3; 67.3; 72.4; 0.0